The following is a DFT calculation (the ωB97M-V functional and the def2-TZVPD basis) of a molecular structure, C24H58OsP2Si4.

Geometry (Å):
H 2.590 1.221 -4.595
H 0.652 2.757 -5.724
H 3.635 1.561 0.797
H -2.146 -3.558 -3.020
H -1.815 -1.893 -1.153
H -0.204 2.157 4.731
H 3.053 0.397 2.015
H 2.546 0.235 0.336
H -2.396 0.045 -4.966
C 2.283 -1.288 -3.431
C 0.095 -2.419 -5.112
H -1.633 -0.469 -2.683
P -0.902 -1.537 -3.724
H -1.161 3.896 -1.167
H 1.284 3.655 -0.541
H -1.773 -1.459 0.573
H -2.385 -1.508 3.909
H -1.977 2.025 4.642
C 0.460 -0.879 3.617
H 0.908 -1.793 -1.874
H -0.600 -2.615 -5.943
C 1.513 3.737 0.526
H -1.659 2.891 -4.918
Si -2.470 2.446 0.422
C 1.244 3.511 -4.011
H -1.327 4.714 0.414
C 2.770 0.965 1.120
C -1.357 -1.226 -0.405
H 2.414 4.148 -2.669
H 2.557 4.063 0.632
H 1.767 1.925 4.012
C -1.352 -0.301 -4.998
C 2.766 1.883 -2.540
C -3.898 1.723 -0.488
C -0.342 0.803 -4.796
C 2.163 3.217 -3.015
H -4.576 1.250 0.244
H 0.701 0.448 -4.855
H 0.379 4.042 -3.795
H -2.178 -3.337 -4.761
H 1.460 -0.431 3.540
C 0.851 -1.082 -2.714
C -2.602 -0.622 3.298
C 3.312 -0.409 -3.304
H 2.467 3.006 -5.741
H 3.638 2.238 -1.973
H -4.426 2.589 -0.929
H 2.129 1.315 -1.837
C -2.049 2.625 -3.905
H 4.216 -0.632 -2.695
C 3.233 1.028 -3.725
H 0.961 3.453 3.626
H 0.904 -1.746 -5.440
P -0.697 1.512 -2.970
C 1.485 3.395 -5.452
H 0.513 -3.347 -4.696
H 2.441 -2.257 -3.722
C -1.038 1.461 4.629
H -2.969 2.008 -3.968
H -2.214 3.428 2.823
H -3.778 1.018 -1.386
H -3.496 2.201 2.808
Os -1.918 0.583 -1.420
H 2.681 3.237 3.252
H -3.077 -0.931 2.359
H -3.165 -0.547 -0.977
H -3.805 3.826 2.143
H 0.409 0.636 -1.143
C -3.047 3.020 2.218
H -0.486 1.537 -5.612
Si -0.679 1.119 0.991
C 0.035 0.191 -2.053
H -3.273 -2.367 -3.746
H -2.150 3.517 -3.274
H -0.295 -1.442 -0.388
H -3.295 0.008 3.873
C -2.258 -2.791 -3.802
C 1.705 2.730 3.274
H -1.019 0.779 5.491
H 0.429 -1.789 3.006
H -2.710 4.668 -0.715
H 1.482 4.427 -5.823
Si -0.953 0.269 3.164
Si 1.360 2.147 1.507
C -1.850 4.093 -0.330
H 4.181 1.418 -4.104
H 0.263 -1.140 4.667
H 0.871 4.518 0.953
H -1.173 -0.755 -5.978

The HOMO energy (spin up / spin down) comes out at -12.049 / -13.359 eV. Its spin multiplicity is 5. Its total charge is +2. As for the calculated total energy: -78354.263 eV. Its LUMO energy (spin up / spin down) is -7.34 / -8.27 eV. The calculation puts the relative energy (zero: lowest compared OMol25 entry of this formula, charge and spin) at 11.744 eV.

Atom charges from the Löwdin analysis, given in e for atoms 1 to 8: number 1, H, carries 0.0818; number 2, H, carries 0.0645; number 3, H, carries 0.0406; number 4, H, carries 0.0631; number 5, H, carries -0.0136; number 6, H, carries 0.0034; number 7, H, carries 0.0358; number 8, H, carries 0.0117

The following is a DFT calculation (the ωB97M-V functional and the def2-TZVPD basis) of a molecular structure, C24H19FFeO4S2.

Geometry (Å):
C -1.190 -1.216 -1.631
C 4.272 -2.458 -2.182
H -2.078 4.693 1.848
H 1.621 -3.059 -0.136
C 1.202 -0.402 -2.230
C 3.012 0.897 -1.413
S -0.423 2.351 1.072
H -3.655 4.952 3.799
H -2.991 0.782 4.835
O 0.830 3.008 1.360
H 0.316 -2.315 -2.646
H -1.761 -3.163 -2.368
H 3.647 -1.705 1.070
C -3.440 -2.154 -1.451
H -4.146 -2.956 -1.664
C -3.871 -1.005 -0.764
C -1.667 -0.049 -0.989
C -1.632 2.649 2.355
C -2.125 -2.268 -1.858
C -1.992 1.547 3.106
C -2.974 0.044 -0.540
H 4.212 0.824 -3.331
O -1.132 2.649 -0.164
C 0.133 -1.359 -2.114
H 3.592 1.534 -0.755
H -0.984 0.774 -0.885
C 4.684 -1.825 -0.945
H 4.885 -2.582 -3.071
H -4.063 3.003 5.330
H -3.310 0.955 -0.042
H 5.665 -1.409 -0.737
O -0.410 -0.392 3.773
C -3.396 2.908 4.474
H 1.074 0.659 -0.316
C 3.605 -1.974 0.019
C -2.830 1.661 4.210
C 3.337 0.494 -2.786
C 2.527 -2.708 -0.624
Fe 2.979 -1.061 -1.605
O -2.269 -0.864 2.107
H 2.142 -0.708 -4.279
C 1.704 0.391 -1.132
C 2.253 -0.307 -3.280
S -1.240 -0.003 2.649
F 1.077 0.251 1.606
H -4.909 -0.907 -0.450
C -3.145 4.001 3.626
C -0.203 0.567 1.294
C 2.939 -3.004 -1.987
H 2.399 -3.620 -2.700
C -2.271 3.876 2.543

The HOMO energy (spin up / spin down) comes out at 1.530 / -0.204 eV. Its spin multiplicity is 5. Its total charge is -2. As for the calculated total energy: -92152.570 eV. Its LUMO energy (spin up / spin down) is 4.37 / 4.37 eV.

Atom charges from the Löwdin analysis, given in e for atoms 1 to 8: number 1, C, carries -0.2131; number 2, C, carries -0.2106; number 3, H, carries 0.1177; number 4, H, carries 0.1025; number 5, C, carries -0.2898; number 6, C, carries -0.1652; number 7, S, carries 0.6833; number 8, H, carries 0.0929

The following is a DFT calculation (the ωB97M-V functional and the def2-TZVPD basis) of 3 unconnected molecules or ions with the total composition C4H10O2.

Geometry (Å):
H 0.815 2.081 -0.055
H -1.929 -1.356 0.731
H 0.088 0.869 -2.118
O -1.115 0.559 0.853
C 0.215 0.349 0.980
H -2.960 -0.058 1.394
C 1.120 1.182 0.471
H 0.503 -0.549 1.530
C -1.948 -0.464 1.370
H 0.298 -1.791 -0.923
H 0.042 -1.997 -0.255
H 2.176 0.970 0.586
H 1.930 1.194 -2.187
H -1.648 -0.743 2.388
C 1.105 0.459 -2.264
O 1.308 -0.706 -2.501

The HOMO energy comes out at -9.008 eV. As for the SMILES: [H][H].C=COC.C=O. Its spin multiplicity is 1. As for the calculated total energy: -8402.019 eV. Its LUMO energy is 0.96 eV. The calculation puts the relative energy (zero: lowest compared OMol25 entry of this formula, charge and spin) at 3.528 eV.

Atom charges from the Löwdin analysis, given in e for atoms 1 to 8: number 1, H, carries 0.0692; number 2, H, carries 0.0729; number 3, H, carries 0.0860; number 4, O, carries -0.1419; number 5, C, carries -0.2908; number 6, H, carries 0.0912; number 7, C, carries -0.0221; number 8, H, carries 0.1123

The following is a DFT calculation (the ωB97M-V functional and the def2-TZVPD basis) of 2 unconnected molecules or ions with the total composition C4H10O.

Geometry (Å):
C 1.543 1.478 0.369
H 2.346 1.876 -0.269
H -0.009 -2.771 -0.056
O 0.268 1.947 -0.025
H 1.521 0.391 0.260
H -1.623 0.361 0.429
C 0.178 -2.011 -0.814
H -0.365 -0.186 -1.682
H 0.256 2.906 0.076
H -1.895 -1.376 0.742
H 1.020 -2.181 -1.480
H 1.772 1.721 1.416
C -1.765 -0.618 -0.039
C -0.592 -0.931 -0.919
H -2.692 -0.570 -0.626

The HOMO energy comes out at -9.382 eV. As for the SMILES: C=CC.CO. Its spin multiplicity is 1. As for the calculated total energy: -6356.452 eV. Its LUMO energy is 0.88 eV. The calculation puts the relative energy (zero: lowest compared OMol25 entry of this formula, charge and spin) at 1.351 eV.

Atom charges from the Löwdin analysis, given in e for atoms 1 to 8: number 1, C, carries -0.1602; number 2, H, carries 0.0795; number 3, H, carries 0.0541; number 4, O, carries -0.1341; number 5, H, carries 0.0622; number 6, H, carries 0.0583; number 7, C, carries -0.0289; number 8, H, carries 0.0947

The following is a DFT calculation (the ωB97M-V functional and the def2-TZVPD basis) of a molecular structure, C35H53N4OP2PbS.

Geometry (Å):
C 1.558 -0.867 3.890
H 5.801 -0.533 0.661
H -4.810 2.204 0.692
H 2.587 1.800 -3.002
C -4.364 -1.201 0.707
C 2.272 0.494 5.541
H -3.312 -5.840 -4.313
N 0.487 -0.289 4.524
H -4.330 -1.673 -3.946
P -2.328 0.822 1.101
H -1.934 -2.373 1.054
H -2.595 3.842 0.186
H -1.513 3.587 -4.402
C 0.548 1.986 -2.207
H 4.625 -0.721 5.147
H 4.814 -0.935 -3.226
H -4.738 0.320 3.040
H 0.238 1.077 6.182
H 3.478 1.071 1.514
C -3.320 -0.777 1.743
C 4.897 -0.785 0.086
H 0.952 3.294 -3.858
C -3.997 -0.488 3.091
H -2.353 4.543 1.820
H -1.145 3.462 1.146
C 2.680 -1.014 -2.699
H -2.510 -1.372 -2.304
H -3.729 1.303 -0.918
C 5.267 1.160 -1.464
H 2.831 -3.136 -3.041
C -2.694 1.310 -0.565
H -2.957 -2.777 2.445
H -3.158 1.709 3.918
H -4.916 -2.063 1.117
H 3.831 -2.588 -1.675
C -2.368 -1.969 1.980
C -1.868 -3.451 -2.371
C 0.164 2.840 -3.253
S 1.604 -1.883 2.521
H 0.478 -1.098 -2.856
H -1.552 -1.731 2.683
N 2.647 -0.418 4.571
C 4.299 0.525 -0.457
H 4.856 2.056 -1.945
C -3.138 -4.864 -3.870
H 3.007 0.989 6.147
C -1.193 2.980 -3.552
H 3.658 2.456 0.393
H -4.652 -3.867 -5.056
C -2.956 2.472 1.870
C -2.125 2.396 -2.712
H -3.903 -1.523 -0.236
C -3.705 -2.522 -3.675
H 5.599 0.461 -2.237
C 3.837 -0.674 -3.653
C 2.074 1.739 -2.025
H 2.465 2.580 -1.425
P 2.591 0.156 -1.216
C -3.902 -3.761 -4.272
H -5.098 -0.412 0.491
H -3.197 2.503 -2.877
C 0.920 0.549 5.536
C 1.358 -0.945 -3.495
H 3.845 0.378 -3.968
C 4.028 -0.734 4.230
H 3.718 -1.285 -4.562
H 2.064 -2.737 -1.484
C -2.122 -4.717 -2.928
C -0.768 -3.211 -1.490
H -4.531 -1.399 3.408
H -1.506 -5.570 -2.642
Pb 0.351 -0.384 0.520
H -5.054 2.126 2.440
C -1.714 1.696 -1.541
H 4.201 -1.315 0.755
C -2.693 -2.359 -2.734
C 2.865 -2.452 -2.178
C -4.473 2.608 1.650
H -0.477 -0.520 4.296
O 1.284 3.377 2.621
H 4.066 -1.724 3.766
H 1.251 0.007 -4.034
H 6.168 1.460 -0.909
H 1.356 -1.756 -4.243
H -3.255 -0.276 3.874
C -2.627 2.488 3.365
H 5.087 1.729 1.143
N -0.021 -2.686 -0.739
H 5.209 -1.463 -0.721
C -2.223 3.648 1.201
H -2.969 3.449 3.768
N -0.361 1.460 -1.367
H -1.554 2.393 3.561
C 0.997 2.437 2.031
H 4.432 0.014 3.536
C 4.097 1.503 0.716
H -4.739 3.675 1.669

The HOMO energy (spin up / spin down) comes out at -15.903 / -15.914 eV. Its spin multiplicity is 1. Its total charge is +3. As for the calculated total energy: -79798.582 eV. Its LUMO energy (spin up / spin down) is -11.25 / -9.62 eV. The calculation puts the relative energy (zero: lowest compared OMol25 entry of this formula, charge and spin) at 0.000 eV.

Atom charges from the Löwdin analysis, given in e for atoms 1 to 8: number 1, C, carries -0.7290; number 2, H, carries 0.1067; number 3, H, carries 0.0730; number 4, H, carries 0.0932; number 5, C, carries -0.0736; number 6, C, carries -0.0023; number 7, H, carries 0.1261; number 8, N, carries 0.0875

The following is a DFT calculation (the ωB97M-V functional and the def2-TZVPD basis) of 3 unconnected molecules or ions with the total composition H6O2S.

Geometry (Å):
H 0.242 -2.161 -2.108
H -1.623 1.846 0.077
O 0.581 -1.248 -1.748
H -0.244 -0.182 0.706
S -0.702 2.269 1.037
O 0.053 -1.102 0.842
H 0.912 -1.131 1.295
H 0.289 -1.150 -0.852
H 0.492 2.858 0.752

The HOMO energy comes out at -10.402 eV. As for the SMILES: O.O.S. Its spin multiplicity is 1. As for the calculated total energy: -15026.559 eV. Its LUMO energy is 0.28 eV. The calculation puts the relative energy (zero: lowest compared OMol25 entry of this formula, charge and spin) at 1.043 eV.

Atom charges from the Löwdin analysis, given in e for atoms 1 to 8: number 1, H, carries 0.0951; number 2, H, carries -0.1451; number 3, O, carries -0.1202; number 4, H, carries -0.0387; number 5, S, carries 0.4735; number 6, O, carries -0.0824; number 7, H, carries 0.0734; number 8, H, carries -0.0749